No. 1
This record from the OMol25 dataset describes a molecular structure, C52H47F4KN11O8Te in a non-equilibrium geometry. The level of theory is wB97M-V/def2-TZVPD.

Geometry as XYZ:
```
124
Properties=species:S:1:pos:R:3:forces:R:3
H -3.034 -5.164 -2.763 0.0 0.2 0.7
H -1.066 5.349 0.057 0.2 0.1 -0.2
K 0.415 -1.401 0.092 -1.1 -0.5 -1.3
C -6.826 0.197 9.404 -0.6 0.3 0.0
N -9.979 0.382 8.020 0.4 0.3 0.0
H 4.008 0.250 3.761 -0.1 -0.1 0.1
O 0.878 -3.759 0.897 -0.1 -0.9 0.2
C -1.272 6.035 -5.773 0.6 -0.6 -0.7
C -7.412 0.378 8.126 0.9 0.0 -0.9
H 5.161 -1.267 5.208 0.3 0.5 0.2
H 4.684 5.262 1.260 -0.1 0.1 0.3
C 6.064 -0.096 -1.597 -0.4 -0.8 0.3
H 6.447 0.773 -2.077 0.2 0.5 -0.3
H 3.541 -4.009 3.902 -0.2 -0.2 -0.1
H -1.137 -3.899 -2.310 0.2 -0.1 0.1
O 3.132 1.530 1.759 0.5 0.4 0.3
C -3.133 -4.615 -1.795 -0.4 0.2 -1.0
C 0.807 3.354 -3.081 -0.1 0.1 -0.3
H -1.418 -4.153 -0.562 0.6 -0.1 0.4
C -2.738 -0.009 3.306 -1.0 0.0 -0.3
H 3.095 -7.338 0.001 -0.1 0.2 0.0
C -0.354 4.790 -0.561 -0.5 -0.2 -0.2
C 3.798 1.024 -1.671 0.8 -0.4 0.2
C -6.592 0.385 6.963 -0.1 -0.1 0.1
C -1.247 1.812 -3.073 -0.1 0.7 0.0
H -3.048 -0.824 -2.411 0.0 0.3 -0.1
H 0.640 6.757 0.976 0.2 0.0 0.1
H -5.300 -2.314 -0.771 -0.4 0.3 0.1
H -3.845 -3.248 -3.938 0.0 0.0 0.3
H -1.683 1.968 -2.085 -0.1 -0.1 -0.1
C 1.406 6.014 0.777 0.1 -0.3 0.3
C 3.283 -4.277 -3.401 0.7 0.2 -0.8
H 4.631 -3.159 0.300 0.1 0.2 -0.2
H 1.279 6.134 -4.971 0.6 0.6 -0.3
H 1.776 -0.510 -3.313 -0.1 -0.4 0.0
C 1.047 4.907 0.004 -0.5 0.0 -0.2
C 4.101 -5.321 -3.054 -0.2 -0.6 0.5
C 4.697 -0.145 -1.296 0.1 -0.4 -0.3
C 2.930 4.681 -3.379 -0.6 0.0 0.0
H -3.327 -1.216 -0.046 -0.3 0.9 0.1
C -5.209 0.042 6.954 0.2 0.1 0.6
N 3.874 -6.111 -1.975 0.3 0.2 -0.4
C -2.761 -1.852 -2.591 -0.1 -1.0 0.4
N -1.610 -0.147 3.113 0.2 0.0 0.1
N -6.439 0.132 10.485 0.2 -0.2 0.3
N 2.494 0.757 -1.711 -0.4 0.0 0.2
F -8.311 1.195 5.516 0.3 -0.3 0.1
C 4.209 -1.270 -0.650 0.2 -0.3 0.2
H -2.759 1.564 0.297 -0.8 -0.1 0.2
F -3.181 -0.413 5.993 -0.3 0.2 -0.4
C -1.843 -3.809 -1.486 -0.7 0.6 -0.5
H 1.382 -1.953 -3.735 0.5 -1.3 0.6
C 5.047 -2.322 -0.262 -0.2 0.2 -0.2
C 3.490 -0.669 3.506 -0.1 0.3 -0.3
C -8.824 0.453 8.039 -0.5 -0.4 0.3
H 2.967 6.933 1.960 -0.1 0.0 -0.2
C 3.650 5.170 0.952 0.3 0.0 0.6
C 2.691 6.105 1.309 -0.2 0.5 -0.4
H 3.159 -1.334 -0.436 -0.3 0.1 0.1
H -3.396 -5.326 -1.015 0.2 -0.1 0.1
C 2.011 3.942 -0.237 0.2 -0.9 -0.3
O 1.963 -5.226 2.210 0.2 -1.0 0.2
C -7.062 0.707 5.661 0.1 0.3 -0.5
H 3.458 3.776 -3.121 0.1 -0.3 0.1
C 1.477 4.439 -3.682 0.1 -0.6 0.7
C -4.933 0.261 4.508 0.1 0.1 0.0
N 1.958 -1.729 1.997 0.7 0.6 1.2
N 2.412 -6.625 -0.224 0.3 0.0 0.1
H -0.768 3.753 -0.607 0.5 0.6 0.3
C -3.172 -2.251 -0.235 0.5 -0.7 -1.4
H -2.699 -2.659 0.643 0.1 -0.4 0.4
H 1.112 -4.512 -0.986 0.0 0.1 -0.1
H -0.566 6.553 -6.436 -0.2 -0.2 0.0
C -0.501 3.064 -3.500 0.1 -0.4 -0.1
F -6.879 1.071 3.401 0.0 0.0 -0.3
H -2.056 1.640 -3.799 0.3 -0.2 0.3
C 2.561 -0.639 2.461 -0.1 -0.1 0.1
H -0.586 0.947 -2.990 -0.2 -0.1 -0.3
O 1.281 0.668 0.904 -0.1 0.5 0.5
N 2.212 -3.948 -2.666 -0.5 -0.3 0.4
H 3.383 5.131 -4.236 0.5 0.4 -0.6
Te 1.262 2.217 -1.265 0.0 0.0 -0.4
C 1.648 -4.099 1.833 -0.6 1.4 0.0
C -1.145 3.923 -4.374 -0.2 0.5 -0.2
C 2.814 -5.814 -1.252 -1.0 0.4 -0.3
H 3.021 5.360 -2.550 0.1 0.4 0.5
O 4.360 2.098 -1.875 0.2 0.8 -0.1
N -4.291 -3.708 -1.937 0.1 -0.1 0.6
H 3.476 -3.691 -4.311 0.0 -0.2 0.5
H 2.004 -6.163 0.606 0.1 -0.1 -0.2
H 4.039 3.270 0.052 -0.2 0.2 -0.1
O 1.178 -1.045 -3.870 -0.4 1.6 -0.3
C 0.792 5.286 -4.554 -0.3 -0.7 0.4
H -4.739 -3.746 0.134 -0.1 0.2 -0.3
F -4.563 -0.255 8.116 -0.7 0.1 -0.8
N -5.096 0.670 0.963 0.0 -0.2 -0.1
C 6.386 -2.296 -0.623 0.0 0.2 -0.2
H -1.342 1.330 0.764 0.7 -0.2 0.8
C 2.290 0.642 1.669 0.3 0.2 -0.1
C 1.962 -4.712 -1.622 0.5 -0.2 0.0
C -4.167 0.190 3.325 0.4 0.0 0.1
C -4.732 0.418 2.028 0.4 0.2 0.5
C 3.304 4.046 0.242 0.1 -0.3 -0.5
H 7.024 -3.146 -0.388 0.0 0.2 0.0
H -1.997 -1.912 -3.359 0.2 0.2 -0.2
C -4.484 -3.005 -0.640 0.9 -0.4 -0.2
O -1.858 1.536 -0.005 0.1 0.1 -0.7
H -0.389 5.139 -1.610 0.0 0.1 0.5
O 4.839 -2.113 4.914 -0.2 -0.1 0.3
H 7.908 -1.149 -1.594 0.9 0.0 -0.2
H 4.962 -5.610 -3.646 0.0 0.2 -0.1
N -2.161 -2.365 -1.345 -0.6 -0.4 0.8
C -4.458 -0.008 5.823 0.8 -0.4 0.1
H -4.872 -2.074 -3.114 0.0 -0.2 0.1
H -1.767 6.793 -5.229 -0.6 0.9 0.9
C -0.538 5.074 -4.876 -0.2 -0.4 0.1
C 2.267 -2.893 2.558 0.2 -0.8 -0.8
H -2.170 3.696 -4.644 0.0 0.0 -0.1
C -4.002 -2.731 -2.978 0.1 0.7 -0.1
C -6.287 0.660 4.523 -0.9 0.1 0.8
C 6.887 -1.179 -1.310 -1.0 -0.1 0.5
H -2.048 5.547 -6.364 0.2 -0.1 -0.1
C 3.226 -3.047 3.530 -0.3 0.2 0.5
C 3.811 -1.900 4.045 0.4 -0.4 -0.8
```
Positions in Å, forces in eV/Å.

Output
Total charge   -2
2S+1   2
Orbital gap (alpha / beta)   0.267 / 0.204 Ha

No. 2
This record from the OMol25 dataset describes 4 unconnected molecules or ions with the total composition C5H11NO2 in a non-equilibrium geometry. The level of theory is wB97M-V/def2-TZVPD.

Geometry as XYZ:
```
19
Properties=species:S:1:pos:R:3:forces:R:3
C -1.806 -0.900 -2.681 -0.9 -1.4 0.6
C 1.168 -0.236 1.167 -0.3 0.6 1.8
C 0.958 0.607 2.495 0.7 -1.4 -2.4
H 3.638 2.621 1.139 2.4 1.9 -0.2
C -0.304 0.109 1.671 -0.4 0.3 0.7
C -1.780 0.430 -2.304 0.8 0.3 2.2
H -1.059 1.065 -2.755 0.8 0.5 -0.4
O 2.928 2.037 1.222 -1.7 -1.4 -0.2
H 1.393 -1.259 1.387 -0.2 -0.5 0.0
H -2.513 0.922 -1.662 0.0 -0.5 -0.1
H -0.614 -0.703 -1.275 -2.0 1.3 -1.1
N -0.817 -1.358 -3.436 0.1 -0.6 -1.1
H -1.171 -2.139 -3.998 0.3 -0.1 -0.1
H -2.735 -1.509 -2.498 1.0 0.5 0.2
H -0.942 0.981 1.399 0.6 -0.7 -0.7
H 1.167 0.104 3.432 0.0 -0.4 -0.3
H 1.452 1.607 2.393 -1.8 -0.8 0.2
H 1.531 0.031 0.185 0.1 0.9 0.3
O -0.908 -1.071 1.806 0.5 1.4 0.4
```
Positions in Å, forces in eV/Å.

Output
Total charge   +1
2S+1   2
Orbital gap (alpha / beta)   0.194 / 0.171 Ha

Energy relative to the best compared isomer or geometry (same formula, charge and spin) (computed, kJ/mol): 0.0; 1113.9